DFT (ωB97M-V/def2-TZVPD) results for a structure of composition C43H40BrN2O4PS3TeY.

```
96
Properties=species:S:1:pos:R:3:mulliken_charge:R:1
H -0.400 5.263 -3.529 0.237
C -1.729 0.617 3.693 -0.256
H -2.804 4.571 -0.046 0.542
H -6.602 -0.668 -3.488 0.393
H 4.986 -0.560 1.973 0.519
C -0.486 -1.744 2.851 -0.364
C 3.318 -2.165 4.447 -0.938
H -1.455 -1.718 2.368 0.883
C 0.853 -2.468 4.688 -1.175
N 0.532 -1.266 2.180 1.936
H 3.476 -2.672 5.391 0.405
H -3.349 -0.227 4.796 0.364
H -0.039 5.618 1.456 0.410
C -0.376 -2.321 4.140 -1.799
C 1.434 4.135 -3.455 -0.619
C -0.118 -5.961 -0.533 -0.894
H -0.973 2.059 -6.946 0.456
C -0.941 -5.146 0.183 -1.418
H 3.403 0.256 0.377 0.041
H 0.982 -2.916 5.665 0.345
H 1.216 1.196 -5.752 0.419
C 1.997 -1.999 3.977 1.021
H 1.227 2.027 2.582 0.394
C 4.155 -0.990 2.518 -0.449
C -5.098 -2.151 -3.041 -0.532
C 0.160 1.360 4.998 -0.922
H 0.679 0.208 -3.395 0.363
C 2.207 -3.512 -2.041 0.965
C 0.632 4.762 1.346 -1.073
C -3.366 -0.435 -2.698 -0.853
C 2.881 -0.798 2.053 0.531
S -3.443 -2.145 -2.609 -0.085
H 1.143 1.816 5.067 0.343
C -2.015 0.227 -2.408 2.087
H -4.752 1.165 -3.095 0.496
S -2.293 1.388 -5.011 -0.012
P 1.737 2.461 -1.394 -0.429
C 0.271 4.736 -4.208 -0.867
C 1.791 -6.228 -2.069 -0.857
Te 3.859 1.807 -2.188 -0.495
C 0.221 1.163 -5.331 -0.812
C 1.782 -1.360 2.748 -0.538
H 0.638 5.446 -4.952 0.402
C -2.677 2.470 0.584 -0.648
C -0.463 0.914 6.133 -0.493
C 3.016 -4.298 -2.805 -0.781
C 0.262 1.532 2.533 -2.024
C 0.311 -3.122 -0.466 1.665
C -5.576 -0.890 -3.230 -0.750
C -4.574 0.100 -3.027 -0.368
O 0.785 1.408 -0.862 0.738
C -0.070 0.631 -4.046 -0.434
C -2.270 1.379 -1.433 -0.188
H -5.641 -3.080 -3.111 0.440
H -2.260 0.529 2.750 0.392
H -1.769 -5.566 0.743 0.427
C -0.426 1.214 3.691 1.078
H -1.433 -3.166 0.780 0.233
H 1.719 5.594 -0.320 0.330
H -0.228 1.482 1.568 0.994
H 1.460 4.884 2.045 0.367
H -0.268 -7.034 -0.555 0.319
C 4.375 -1.693 3.718 -0.790
S -2.396 3.021 -1.889 0.025
H -2.795 2.563 1.655 0.379
C -0.894 1.617 -5.966 -0.518
H 3.439 -6.327 -3.415 0.371
H 5.387 -1.828 4.077 0.382
N 2.576 -0.028 0.900 0.232
H -2.222 -0.025 7.003 0.382
H 2.000 4.900 -2.915 0.378
C -1.388 0.700 -3.715 -0.313
H 3.808 -3.859 -3.396 0.434
Br 2.582 -1.634 -2.074 -0.233
C -1.733 0.309 6.097 -0.584
C -2.353 0.204 4.860 -0.908
C 0.947 -5.403 -1.282 1.008
C -2.679 3.525 -0.276 -0.644
H 2.127 3.610 -4.114 0.330
H 0.284 4.665 -0.777 0.053
H 0.092 3.855 1.622 -0.033
C 1.143 -3.995 -1.239 -0.706
C 2.801 -5.694 -2.813 -0.641
O 0.884 3.203 -2.521 0.599
O -1.216 -0.710 -1.801 -1.081
H -1.274 -2.621 4.660 0.482
C -2.462 1.237 -0.090 -0.250
H 2.083 0.817 1.210 -0.298
H -2.478 0.268 0.395 0.917
O 1.999 3.584 -0.291 -0.238
H 0.038 1.038 7.089 0.364
H 1.610 -7.296 -2.073 0.363
H -0.296 3.955 -4.714 0.046
Y 0.377 -0.737 -0.326 0.219
C -0.723 -3.748 0.196 -0.413
C 1.120 4.712 -0.079 0.220
```

Summary:
Multiplicity   1
Gap between HOMO and LUMO   5.22 eV
Energy   -176590.7435 eV
Energy relative to the best compared isomer or geometry (same formula, charge and spin)   26.3 kcal per mole
Net charge   -1



DFT (ωB97M-V/def2-TZVPD) results for a structure of composition C2H7S3.

```
12
Properties=species:S:1:pos:R:3:nbo_charge:R:1
S 0.559 -3.103 0.612 -0.407
H 0.969 3.651 0.320 0.199
S -0.256 1.347 -1.140 -0.472
C -0.091 3.519 0.539 -0.612
C -0.409 2.027 0.545 -0.519
H -1.409 1.819 0.934 0.180
H -0.676 4.037 -0.223 0.199
H 0.269 -1.328 -1.343 0.115
H -0.574 -3.790 0.416 0.097
S 0.013 -1.058 -0.071 -0.141
H -0.322 4.012 1.494 0.173
H 0.293 1.496 1.195 0.185
```

Summary:
Multiplicity   1
Gap between HOMO and LUMO   6.51 eV
Energy   -34694.3326 eV
Energy relative to the best compared isomer or geometry (same formula, charge and spin)   11.4 kcal per mole
Net charge   -1



DFT (ωB97M-V/def2-TZVPD) results for a cluster of 4 separate species, C5H20N2O4 in total at a distorted geometry.

```
31
Properties=species:S:1:pos:R:3:nbo_charge:R:1
H -1.434 2.517 0.632 0.475
H -3.187 1.368 -2.049 0.481
C 0.480 0.757 0.169 -0.232
H 1.464 -1.240 -2.279 0.358
H 0.794 0.259 -2.333 0.361
C 1.650 0.166 2.258 -0.425
O -2.774 0.551 -2.333 -0.950
H -0.807 -2.459 1.292 0.171
H -0.283 -2.492 -0.857 0.207
C 0.732 -0.630 -0.438 -0.063
H 2.242 -0.684 1.929 0.197
H -1.150 -1.123 -1.442 0.223
C -1.337 -1.709 0.699 -0.059
H -1.376 -0.846 1.366 0.153
H 3.482 0.553 -0.095 0.480
H 1.485 -1.177 0.110 0.203
H -2.660 3.493 0.815 0.476
H 3.799 -0.195 -1.366 0.476
O -2.367 2.584 0.843 -0.950
O -2.642 -2.226 0.478 -0.712
H -0.529 0.771 0.576 0.162
N 1.333 -0.378 -1.763 -0.851
O 4.222 0.149 -0.569 -0.962
H -3.045 -1.643 -0.164 0.463
H 0.461 1.516 -0.615 0.196
H -3.460 0.028 -2.757 0.473
H 2.122 0.698 3.081 0.208
C -0.553 -1.471 -0.601 -0.453
H 1.162 1.973 1.644 0.353
N 1.479 1.146 1.158 -0.626
H 0.699 -0.258 2.609 0.167
```

Summary:
SMILES   CNC[C@H](N)CCO.O.O.O
Multiplicity   1
Gap between HOMO and LUMO   9.45 eV
Energy   -16678.8287 eV
Energy relative to the best compared isomer or geometry (same formula, charge and spin)   26.1 kcal per mole



DFT (ωB97M-V/def2-TZVPD) results for a structure of composition C20H24N2O3SSr at a distorted geometry.

```
51
Properties=species:S:1:pos:R:3:mulliken_charge:R:1
C -2.879 -0.505 -3.334 -1.189
C -0.612 -2.913 1.661 -1.014
H 6.180 -1.337 1.839 0.369
H -2.982 -2.294 2.080 0.141
C -4.715 -0.585 1.488 -0.796
H 4.454 -1.114 0.088 0.346
O 1.943 -0.540 0.515 -1.152
C -5.270 1.569 0.644 -0.437
S -0.247 0.360 -3.068 0.390
C 3.518 -0.638 3.789 -0.426
C 2.536 -0.535 2.810 0.405
C -3.386 -0.450 1.061 0.180
C 4.197 -0.984 1.132 -0.630
H -6.683 0.253 1.616 0.394
H -3.658 2.670 -0.247 0.402
H 0.887 0.731 3.572 0.399
C -2.014 0.738 -3.240 -0.120
C -2.983 0.750 0.400 0.756
H -2.256 1.321 -2.351 0.088
C -3.971 1.747 0.226 -0.438
H -5.993 2.362 0.486 0.378
H -0.623 -0.697 -5.137 0.272
H 3.239 -0.502 4.828 0.411
H -0.597 1.800 -5.704 0.296
C 0.323 1.220 -5.635 -1.066
H 0.191 -3.074 3.659 0.434
C -2.506 -1.566 1.410 -0.211
H -0.026 -3.420 0.892 0.362
C -5.665 0.390 1.280 -0.741
H -2.093 1.382 -4.117 0.434
H 1.402 -2.639 2.452 0.266
H -4.992 -1.499 2.004 0.314
C 0.155 -0.024 -4.776 -0.451
C 4.834 -0.924 3.459 -0.614
O -1.775 0.946 -0.036 -1.231
H 1.105 1.868 -5.241 0.314
H 0.603 0.930 -6.646 0.362
H -3.921 -0.215 -3.200 0.386
H -1.337 -3.633 2.055 0.339
N 0.145 -1.083 3.192 -0.417
H 1.084 -0.589 -4.692 0.403
C 2.863 -0.679 1.445 0.406
Sr 0.003 -0.269 -0.257 3.206
N -1.305 -1.789 1.043 -0.118
C 5.160 -1.104 2.118 -0.455
H -2.627 -1.216 -2.549 0.247
C 0.374 -2.458 2.776 -0.425
O -0.141 -0.973 -2.346 -0.966
H -2.783 -1.010 -4.296 0.358
H 5.588 -1.009 4.230 0.378
C 1.121 -0.273 3.208 -0.539
```

Summary:
Multiplicity   1
Gap between HOMO and LUMO   7.37 eV
Energy   -41923.8759 eV
Energy relative to the best compared isomer or geometry (same formula, charge and spin)   47.9 kcal per mole



DFT (ωB97M-V/def2-TZVPD) results for the molecule C16H20N2O4.

```
42
Properties=species:S:1:pos:R:3:nbo_charge:R:1
C 1.171 -0.419 -0.035 0.679
O 0.614 -0.455 -1.114 -0.629
H 3.751 1.480 -1.249 0.166
H -2.183 -0.998 -1.521 0.225
C 4.316 0.543 -1.124 -0.077
C -3.629 2.224 -0.015 -0.231
H 0.211 2.085 0.205 0.210
C 4.269 0.721 1.195 -0.074
C -2.699 -3.082 -1.346 -0.609
H 3.870 -1.388 1.402 0.203
H -0.899 4.158 -0.444 0.214
C -2.989 -1.608 -1.104 -0.423
H -3.527 -3.698 -1.002 0.201
H -3.364 4.271 -0.564 0.216
H 3.903 -1.577 -1.049 0.197
N -1.038 -0.201 0.947 -0.440
H 2.693 -0.634 -1.966 0.254
C -3.133 -1.296 0.399 0.014
C -1.751 -1.359 1.023 0.679
H 5.025 0.436 -1.945 0.201
H -2.547 -3.263 -2.407 0.214
C -1.495 3.289 -0.213 -0.223
H -3.923 -1.321 -1.594 0.215
N 2.509 -0.531 0.094 -0.438
H -4.706 2.238 -0.076 0.225
H 0.503 -1.165 1.877 0.272
C 0.369 -0.268 1.265 -0.337
H 4.941 0.746 2.054 0.200
C -3.007 1.039 0.344 0.250
H 2.662 -0.345 2.184 0.217
H 0.666 0.620 1.828 0.223
H -1.802 -3.385 -0.812 0.223
O -1.295 -2.373 1.512 -0.610
C -2.874 3.351 -0.284 -0.216
C 3.342 -0.638 -1.091 -0.258
H 3.698 1.662 1.151 0.161
O 5.086 0.601 0.057 -0.519
C -1.612 0.982 0.464 0.169
H -3.775 -2.044 0.875 0.216
C 3.292 -0.460 1.306 -0.243
C -0.866 2.114 0.163 -0.242
O -3.779 -0.053 0.611 -0.474
```

Summary:
SMILES   CC[C@@H]1Oc2ccccc2N(CC(=O)N2CCOCC2)C1=O
Multiplicity   1
Gap between HOMO and LUMO   8.84 eV
Energy   -28087.3444 eV
Energy relative to the best compared isomer or geometry (same formula, charge and spin)   33.7 kcal per mole



DFT (ωB97M-V/def2-TZVPD) results for the molecule C4H5NO at a distorted geometry.

```
11
Properties=species:S:1:pos:R:3:nbo_charge:R:1
H 1.259 0.367 0.607 0.240
C -0.450 -0.694 -0.164 -0.320
C -0.400 1.056 1.654 0.283
N -0.938 1.909 2.220 -0.321
C -0.147 -0.560 -1.455 0.178
H 0.900 1.034 -1.402 0.479
C 0.303 -0.032 0.961 -0.546
O 0.742 0.298 -2.006 -0.669
H -1.232 -1.397 0.089 0.224
H -0.594 -1.193 -2.215 0.189
H 0.557 -0.788 1.711 0.263
```

Summary:
SMILES   N#CC/C=C\O
Multiplicity   1
Gap between HOMO and LUMO   10.14 eV
Energy   -7765.4484 eV
Energy relative to the best compared isomer or geometry (same formula, charge and spin)   24.9 kcal per mole